1.
C5H10O | the ωB97M-V functional and the def2-TZVPD basis

Calculated values
- net charge = 0
- ΔE to the lowest compared entry with this formula, charge and spin (kcal/mol) = 121.7

Geometry (Å):
C1 0.333 0.957 -1.581
C2 0.402 -0.491 -1.143
C3 1.120 -0.877 0.124
C4 -0.362 -0.973 0.057
C5 -0.567 0.331 2.373
O1 -1.156 -0.041 0.793
H1 -0.584 1.166 -2.147
H2 0.390 1.650 -0.733
H3 1.180 1.195 -2.232
H4 0.440 -1.201 -1.967
H5 1.694 -1.799 0.158
H6 1.486 -0.086 0.773
H7 -0.854 -1.940 0.045
H8 -1.457 -0.082 2.886
H9 -0.815 1.413 2.311
H10 -1.252 0.777 0.284

Formally, the natural (NBO) partial charges of the atoms, in units of the elementary charge, are as follows:
1. C -0.629
2. C -0.250
3. C -0.432
4. C 0.083
5. C -0.521
6. O -0.551
7. H 0.211
8. H 0.208
9. H 0.233
10. H 0.221
11. H 0.226
12. H 0.259
13. H 0.204
14. H 0.125
15. H 0.103
16. H 0.512

---

2.
C3H8NO2 | the ωB97M-V functional and the def2-TZVPD basis

Calculated values
- net charge = +1
- SMILES = [NH3+]CCC(=O)O
- ΔE to the lowest compared entry with this formula, charge and spin (kcal/mol) = 20.9

Geometry (Å):
N1 1.209 -1.091 0.318
C1 -0.052 -0.886 -0.468
C2 -0.184 0.584 -0.893
C3 -0.933 1.438 0.201
O1 -1.189 2.585 0.043
O2 -0.982 0.744 1.377
H1 1.324 -2.104 0.402
H2 1.123 -0.718 1.264
H3 1.979 -0.649 -0.180
H4 -0.934 -1.270 0.026
H5 -0.023 -1.576 -1.322
H6 -0.510 0.632 -1.922
H7 0.760 1.154 -0.847
H8 -1.589 1.160 2.001

Formally, the natural (NBO) partial charges of the atoms, in units of the elementary charge, are as follows:
1. N -0.666
2. C -0.241
3. C -0.549
4. C 0.793
5. O -0.506
6. O -0.739
7. H 0.450
8. H 0.456
9. H 0.448
10. H 0.259
11. H 0.237
12. H 0.283
13. H 0.246
14. H 0.527

---

3.
C36H40CoOP2 | the ωB97M-V functional and the def2-TZVPD basis

Calculated values
- spin multiplicity = 4
- calculated total energy (Ha) = -3536.14001
- net charge = 0
- expectation value of S² = 3.784

Geometry (Å):
Co1 -0.202 0.906 -1.322
C1 -1.744 0.949 -2.555
C2 -1.813 -0.414 -2.330
C3 -1.261 -1.379 -3.353
C4 0.109 -0.897 -3.953
C5 0.965 -0.128 -2.997
C6 0.939 1.236 -2.781
C7 0.153 2.093 -3.751
C8 -1.283 1.609 -3.862
C9 1.847 0.299 2.866
H1 -2.378 1.608 -1.980
H2 -2.506 -0.860 -1.611
H3 -2.037 -1.466 -4.166
H4 -1.127 -2.413 -2.934
H5 0.674 -1.823 -4.227
H6 -0.078 -0.308 -4.874
H7 1.805 -0.736 -2.648
H8 1.789 1.712 -2.281
H9 0.712 2.034 -4.709
H10 0.149 3.145 -3.406
H11 -1.940 2.494 -4.014
H12 -1.409 0.929 -4.732
H13 0.952 0.941 2.888
H14 2.642 0.703 3.525
H15 1.592 -0.727 3.268
P1 -1.604 -0.745 1.000
P2 2.175 0.065 1.186
C10 -0.234 -1.335 -0.063
C11 0.940 -0.580 0.057
C12 -2.562 -2.262 1.214
C13 -2.829 -3.231 0.229
C14 -3.569 -4.384 0.535
C15 -4.018 -4.605 1.828
C16 -3.755 -3.646 2.806
C17 -3.049 -2.482 2.502
C18 -2.760 0.631 0.404
C19 -2.239 1.927 0.316
C20 -3.069 3.038 0.361
C21 -4.458 2.911 0.277
C22 -5.017 1.630 0.138
C23 -4.186 0.488 0.210
C24 3.645 -1.051 1.217
C25 3.430 -2.392 1.593
C26 4.531 -3.219 1.800
C27 5.820 -2.756 1.616
C28 6.019 -1.459 1.212
C29 4.949 -0.574 1.021
C30 2.599 1.751 0.604
C31 2.367 2.863 1.419
C32 2.656 4.153 0.955
C33 3.127 4.357 -0.334
C34 3.381 3.253 -1.154
C35 3.196 1.954 -0.669
H16 -0.252 -2.165 -0.791
H17 1.510 -0.497 -0.907
H18 -2.502 -3.089 -0.796
H19 -3.790 -5.117 -0.229
H20 -4.566 -5.513 2.087
H21 -4.110 -3.820 3.816
H22 -2.881 -1.716 3.262
H23 -1.146 2.123 0.209
H24 -2.561 4.000 0.419
H25 -5.050 3.838 0.274
H26 -6.118 1.586 0.020
H27 -4.713 -0.480 0.094
H28 2.388 -2.734 1.712
H29 4.328 -4.225 2.122
H30 6.634 -3.422 1.804
H31 7.023 -1.098 1.079
H32 5.128 0.465 0.723
H33 2.022 2.720 2.436
H34 2.508 4.988 1.621
H35 3.329 5.363 -0.699
H36 3.735 3.399 -2.171
H37 3.519 1.087 -1.274
C36 -1.304 0.094 3.891
O1 -1.052 -0.006 2.354
H38 -1.245 -0.968 4.221
H39 -2.298 0.604 3.960
H40 -0.572 0.776 4.422

Formally, the Löwdin partial charges of the atoms, in units of the elementary charge, are as follows:
1. Co 0.400
2. C -0.250
3. C -0.171
4. C -0.182
5. C -0.191
6. C -0.188
7. C -0.330
8. C -0.206
9. C -0.182
10. C -0.231
11. H 0.081
12. H 0.073
13. H 0.116
14. H 0.098
15. H 0.112
16. H 0.092
17. H 0.096
18. H 0.054
19. H 0.114
20. H 0.107
21. H 0.113
22. H 0.099
23. H 0.027
24. H 0.089
25. H 0.087
26. P 0.938
27. P 0.936
28. C -0.340
29. C -0.451
30. C -0.296
31. C -0.065
32. C -0.078
33. C -0.093
34. C -0.083
35. C -0.095
36. C -0.264
37. C -0.164
38. C -0.093
39. C -0.093
40. C -0.092
41. C -0.061
42. C -0.287
43. C -0.079
44. C -0.086
45. C -0.096
46. C -0.089
47. C -0.070
48. C -0.283
49. C -0.084
50. C -0.082
51. C -0.079
52. C -0.081
53. C -0.120
54. H 0.068
55. H 0.028
56. H 0.094
57. H 0.102
58. H 0.105
59. H 0.100
60. H 0.075
61. H 0.079
62. H 0.106
63. H 0.105
64. H 0.107
65. H 0.111
66. H 0.115
67. H 0.100
68. H 0.099
69. H 0.099
70. H 0.101
71. H 0.087
72. H 0.098
73. H 0.105
74. H 0.113
75. H 0.124
76. C -0.015
77. O -0.370
78. H 0.082
79. H 0.095
80. H 0.090

---

4.
C34H28MgN3O7S2 | the ωB97M-V functional and the def2-TZVPD basis

Calculated values
- net charge = -1
- ΔE to the lowest compared entry with this formula, charge and spin (kcal/mol) = 0.0

Geometry (Å):
Mg1 0.302 -0.585 0.293
C1 0.656 -1.717 4.607
C2 0.173 -1.579 3.297
N1 0.937 -1.210 2.296
C3 2.258 -0.975 2.504
C4 2.824 -1.046 3.797
C5 1.971 -1.432 4.853
C6 4.190 -0.729 3.980
C7 4.929 -0.351 2.892
C8 4.391 -0.319 1.594
C9 3.067 -0.661 1.344
N2 2.393 -0.678 0.161
C10 2.925 -0.840 -1.071
C11 4.236 -1.161 -1.436
C12 4.611 -1.308 -2.781
C13 3.728 -1.144 -3.816
C14 2.374 -0.871 -3.511
C15 1.372 -0.729 -4.496
C16 0.072 -0.511 -4.132
C17 -0.246 -0.458 -2.764
N3 0.668 -0.579 -1.832
C18 1.970 -0.750 -2.163
H1 -0.020 -2.012 5.398
H2 -0.872 -1.750 3.068
H3 2.378 -1.495 5.856
H4 4.618 -0.769 4.973
H5 5.966 -0.065 3.024
H6 5.014 0.035 0.788
H7 4.982 -1.330 -0.677
H8 5.646 -1.552 -2.997
H9 4.037 -1.236 -4.850
H10 1.653 -0.799 -5.541
H11 -0.710 -0.392 -4.869
H12 -1.264 -0.306 -2.422
O1 -3.942 -0.994 1.097
S1 -2.757 -0.205 0.818
O2 -2.919 0.850 -0.141
O3 -1.616 -1.123 0.493
C19 -2.300 0.497 2.415
C20 -3.047 0.013 3.490
C21 -2.758 0.383 4.791
C22 -1.701 1.245 5.038
C23 -0.960 1.737 3.979
C24 -1.249 1.381 2.662
S2 -0.215 2.246 1.461
O4 1.047 2.417 2.153
O5 -0.945 3.455 1.174
O6 -0.075 1.363 0.281
H13 -3.858 -0.666 3.272
H14 -3.357 -0.007 5.605
H15 -1.450 1.538 6.050
H16 -0.127 2.404 4.149
C25 -0.243 -9.339 -0.107
C26 -0.304 -7.837 -0.085
C27 0.854 -7.074 -0.066
C28 0.824 -5.683 -0.041
C29 2.131 -4.939 -0.018
C30 -0.431 -5.043 -0.031
C31 -0.545 -3.578 0.018
O7 0.401 -2.817 -0.047
C32 -1.617 -5.802 -0.045
C33 -2.980 -5.152 -0.030
C34 -1.532 -7.183 -0.074
H17 0.785 -9.690 -0.183
H18 -0.806 -9.738 -0.953
H19 -0.679 -9.758 0.802
H20 1.817 -7.573 -0.072
H21 2.958 -5.648 0.019
H22 2.196 -4.268 0.838
H23 2.246 -4.302 -0.895
H24 -1.551 -3.153 0.125
H25 -3.151 -4.598 0.894
H26 -3.756 -5.911 -0.115
H27 -3.106 -4.449 -0.853
H28 -2.445 -7.769 -0.091

Formally, the Löwdin partial charges of the atoms, in units of the elementary charge, are as follows:
1. Mg 0.540
2. C -0.045
3. C -0.107
4. N 0.098
5. C -0.125
6. C -0.157
7. C -0.011
8. C -0.070
9. C -0.093
10. C -0.024
11. C -0.196
12. N 0.043
13. C -0.201
14. C -0.032
15. C -0.106
16. C -0.080
17. C -0.165
18. C -0.020
19. C -0.049
20. C -0.088
21. N 0.078
22. C -0.126
23. H 0.102
24. H 0.114
25. H 0.112
26. H 0.098
27. H 0.098
28. H 0.094
29. H 0.081
30. H 0.096
31. H 0.096
32. H 0.110
33. H 0.099
34. H 0.122
35. O -0.337
36. S 0.501
37. O -0.287
38. O -0.401
39. C -0.223
40. C -0.077
41. C -0.087
42. C -0.083
43. C -0.063
44. C -0.219
45. S 0.476
46. O -0.323
47. O -0.294
48. O -0.362
49. H 0.101
50. H 0.098
51. H 0.100
52. H 0.110
53. C -0.052
54. C -0.262
55. C -0.012
56. C -0.174
57. C -0.027
58. C -0.084
59. C -0.140
60. O 0.011
61. C -0.199
62. C -0.037
63. C -0.017
64. H 0.071
65. H 0.080
66. H 0.081
67. H 0.111
68. H 0.075
69. H 0.088
70. H 0.090
71. H 0.107
72. H 0.093
73. H 0.074
74. H 0.091
75. H 0.115

---

Question: Look up the net charge of the fourth one.
Answer: -1